(1)
Here is a molecular structure, C20H32Cl32F24N2O8P2S4V in a non-equilibrium geometry from OMol25. Energies are from wB97M-V/def2-TZVPD.

Summary:
2S+1 = 4
Gap between HOMO and LUMO = 6.880 eV
Total charge = -2
E_LUMO = 2.51 eV

Positions of all 125 atoms, in Å:
V1 -1.49183 -0.38323 1.34471
P1 -2.36912 2.46851 2.24330
F1 -1.25839 1.83321 1.32345
F2 -1.77695 3.96575 2.12806
F3 -3.52589 2.72004 1.11243
F4 -3.42004 2.91164 3.42866
F5 -2.88505 0.99756 2.40877
F6 -1.30872 2.24123 3.51055
P2 -1.42461 -2.31880 3.52249
F7 -2.60907 -2.52594 4.65900
F8 -1.37849 -3.92121 3.34381
F9 -2.44269 -2.24762 2.26390
F10 -0.18490 -2.07896 2.44627
F11 -1.54459 -0.69282 3.64043
F12 -0.44025 -2.29156 4.83051
C1 1.46876 1.99523 6.30462
F13 0.84509 0.91041 5.94748
F14 2.56238 1.66497 7.02181
F15 1.74345 2.66005 5.14790
S1 0.25364 3.08284 7.47880
O1 -0.68486 2.14739 8.10735
O2 1.21202 3.83366 8.33896
N1 -0.60302 4.01515 6.17918
S2 0.27137 5.30348 6.13369
O3 -0.06903 6.27853 7.13997
O4 1.69978 5.13462 5.95154
C2 -0.30427 6.05141 4.50244
F16 -0.44351 7.34471 4.69894
F17 0.54723 5.80125 3.54183
F18 -1.47569 5.51014 4.12697
C3 -1.97065 -1.77574 -2.06653
F19 -0.90389 -2.43328 -2.45166
F20 -2.85679 -1.74056 -3.03996
F21 -2.49127 -2.35638 -0.97793
S3 -1.46392 0.07041 -1.62211
O5 -1.21142 0.82421 -2.84646
O6 -2.54301 0.57621 -0.77149
N2 -0.30369 -0.21548 -0.39045
S4 1.08684 0.18732 -1.12229
O7 1.43132 -0.66255 -2.24222
O8 1.32183 1.60773 -1.34753
C4 2.30050 -0.24337 0.31831
F22 1.96452 0.26425 1.49157
F23 2.39916 -1.59142 0.45643
F24 3.56021 0.22295 0.06706
C5 3.12894 -5.24465 1.19626
Cl1 3.92381 -6.51145 2.10678
Cl2 1.46250 -5.15148 1.86018
H1 3.64627 -4.29558 1.33680
H2 3.19467 -5.43731 0.12544
C6 -7.90866 -4.02511 -1.84203
Cl3 -8.69333 -4.80133 -3.25440
Cl4 -8.82345 -2.50699 -1.58072
H3 -8.10287 -4.71134 -1.01774
H4 -6.86797 -3.83751 -2.10638
C7 -5.76656 -3.92723 -5.62835
Cl5 -5.37887 -4.75524 -7.10827
Cl6 -4.83922 -4.74584 -4.25752
H5 -5.47708 -2.88093 -5.72608
H6 -6.83596 -3.98341 -5.42509
C8 3.19236 -1.19338 4.62977
Cl7 2.66630 -2.78400 3.91109
Cl8 3.55862 -1.40410 6.34234
H7 4.15747 -0.96702 4.17652
H8 2.43200 -0.42608 4.48414
C9 3.18718 1.67513 -5.63567
Cl9 2.73279 2.41891 -4.10567
Cl10 2.47373 0.10679 -5.88555
H9 2.70356 2.35495 -6.33714
H10 4.27494 1.71981 -5.68921
C10 4.81866 -4.22270 -3.48188
Cl11 3.33728 -5.19649 -3.02046
Cl12 4.80740 -2.75713 -2.52568
H11 5.69027 -4.85614 -3.31709
H12 4.66140 -3.99366 -4.53588
C11 -4.75518 3.03458 -3.79675
Cl13 -3.81864 4.45056 -4.28283
Cl14 -5.93704 3.41162 -2.59521
H13 -5.27140 2.58474 -4.64484
H14 -4.08293 2.25216 -3.44462
C12 -3.22522 -5.23333 0.70563
Cl15 -4.78263 -4.90526 -0.20204
Cl16 -3.19586 -6.82612 1.44791
H15 -2.38259 -5.23792 0.01422
H16 -3.06122 -4.45266 1.44843
C13 -1.41059 0.49916 -6.13006
Cl17 -1.74905 2.23242 -5.88591
Cl18 -2.93168 -0.47691 -6.20255
H17 -0.90055 0.31428 -7.07546
H18 -0.85102 0.03008 -5.32078
C14 -5.80294 0.00518 -0.23206
Cl19 -4.72415 -0.91326 0.89141
Cl20 -5.81430 -0.69753 -1.91516
H19 -6.81574 -0.02413 0.16979
H20 -5.37650 1.00748 -0.19154
C15 6.67014 -1.63314 2.34920
Cl21 8.34736 -2.29955 2.10046
Cl22 5.61670 -1.68774 0.94662
H21 6.28640 -2.20824 3.19188
H22 6.73330 -0.59784 2.68425
C16 -0.38306 4.37117 -2.83862
Cl23 0.46725 5.94604 -2.66897
Cl24 -1.37807 3.85437 -1.43848
H23 -1.04146 4.44846 -3.70385
H24 0.41137 3.66948 -3.09283
C17 2.32063 4.91887 -0.13635
Cl25 3.19285 3.63529 0.76475
Cl26 2.67622 6.49487 0.65272
H25 2.74337 4.89531 -1.14076
H26 1.26785 4.64076 -0.08732
C18 4.70151 3.89791 4.47432
Cl27 5.94017 4.82038 3.68320
Cl28 5.30887 2.35151 4.91036
H27 4.51561 4.47797 5.37824
H28 3.85570 3.77087 3.79863
C19 6.50392 0.62861 -1.84292
Cl29 6.13027 0.55086 -3.67075
Cl30 7.95516 1.49398 -1.35600
H29 5.61126 0.96912 -1.31823
H30 6.58078 -0.38708 -1.45490
C20 -0.96651 -4.06634 -5.27569
Cl31 0.10103 -3.94315 -6.72097
Cl32 -2.02574 -5.53064 -5.31898
H31 -0.30566 -4.16801 -4.41485
H32 -1.58684 -3.17493 -5.18244

(2)
Here is a molecular structure, C10H17ClINOPSW in a non-equilibrium geometry from OMol25. Energies are from wB97M-V/def2-TZVPD.

Summary:
ΔE to the lowest compared entry with this formula, charge and spin = 0.00 kJ/mol
2S+1 = 3
Gap between HOMO and LUMO (spin up / spin down) = 3.775 / 4.016 eV
Total charge = +3
E_LUMO (spin up / spin down) = -13.55 / -13.30 eV

Positions of all 34 atoms, in Å:
C1 -0.42460 -2.84990 -1.10600
I1 -0.02205 -3.16831 1.54162
H1 0.11759 -1.90811 -0.97014
H2 -0.98051 -2.78760 -2.07012
H3 0.25361 -3.72098 -1.22111
W1 1.02612 1.87428 -0.31352
P1 2.21800 -0.04085 -0.41850
C2 3.01231 -1.63844 -0.36948
C3 2.92057 0.74782 -1.93672
H4 2.83859 2.07703 0.81722
H5 4.12248 0.76750 0.67773
H6 2.76686 0.58027 1.85320
C4 3.03279 0.98493 0.88331
H7 2.66407 1.80015 -2.09543
H8 4.00039 0.61106 -1.88852
H9 4.03435 -1.49697 -0.67865
H10 2.48781 -2.34349 -1.04192
H11 2.54558 0.18832 -2.82137
H12 2.99013 -2.02584 0.64395
C5 -1.39194 -3.16939 -0.03058
O1 -2.59184 -3.31319 -0.04063
Cl1 1.46010 4.00653 0.09503
S1 -1.07030 1.26504 0.20513
C6 -2.07910 1.85655 1.54597
N1 -2.21106 3.20593 1.66388
C7 -2.70325 3.80850 2.81105
C8 -3.23201 2.99075 3.79352
C9 -3.30569 1.61440 3.59246
C10 -2.74821 1.03729 2.43007
H13 -1.79328 3.83212 0.96375
H14 -2.66385 4.89775 2.85223
H15 -3.60698 3.45436 4.70775
H16 -3.79419 1.00585 4.35214
H17 -2.86874 -0.02197 2.20242

(3)
Here is C6H12O in the gas phase in a non-equilibrium geometry from OMol25. Energies are from wB97M-V/def2-TZVPD.

Summary:
ΔE to the lowest compared entry with this formula, charge and spin = 377.99 kJ/mol
SMILES = CC(C)[C@@H]1C[C@H]1O
Gap between HOMO and LUMO = 10.175 eV
E_LUMO = 0.88 eV

Positions of all 19 atoms, in Å:
C1 -1.86169 -0.44883 0.62715
C2 -0.97476 0.20226 -0.41559
C3 -0.80789 -0.85804 -1.64528
C4 0.44894 0.47229 0.10697
C5 1.71038 1.26497 -0.03878
C6 1.59722 0.11104 0.97828
O1 1.82983 0.30119 2.33660
H1 -2.18992 0.24736 1.40444
H2 -2.73219 -0.87458 0.12413
H3 -1.31980 -1.26618 1.12133
H4 -1.38552 1.11455 -0.84894
H5 -1.74063 -0.89968 -2.20439
H6 -0.57472 -1.88815 -1.30411
H7 -0.01066 -0.62885 -2.38547
H8 0.63245 -0.27124 -0.63493
H9 2.22990 1.08065 -0.97672
H10 1.91621 2.25111 0.37635
H11 2.04063 -0.83911 0.69470
H12 1.19224 0.92924 2.68425

(4)
Here is a molecular structure, C7H19ClN3OP in a non-equilibrium geometry from OMol25. Energies are from wB97M-V/def2-TZVPD.

Summary:
ΔE to the lowest compared entry with this formula, charge and spin = 241.97 kJ/mol
Gap between HOMO and LUMO (spin up / spin down) = 7.582 / 7.583 eV
E_LUMO (spin up / spin down) = 0.36 / 0.36 eV

Positions of all 32 atoms, in Å:
C1 -2.46723 -2.37503 -0.54973
C2 -0.65435 -3.10458 1.06821
C3 0.99958 3.40281 0.31006
C4 -1.26036 3.36332 -0.81359
C5 2.78512 -1.62262 -0.95053
C6 -1.04992 -2.09310 0.04619
C7 -0.02666 2.54305 -0.45218
N1 -0.87795 -0.76964 0.57453
N2 -0.40427 1.44934 0.38566
N3 -0.45727 0.25197 -0.13228
O1 2.69861 0.95118 -0.07423
P1 1.85645 -0.24383 -0.08204
Cl1 1.87101 -0.88647 2.01007
H1 -3.15277 -2.31043 0.25966
H2 -2.98824 -1.77054 -1.35995
H3 -2.27392 -3.52547 -0.72896
H4 -0.59755 -4.10697 0.53870
H5 -1.26176 -3.25567 1.89122
H6 0.39891 -2.84514 1.38543
H7 0.66431 3.72256 1.35326
H8 1.89330 2.79734 0.64579
H9 1.27156 4.34800 -0.26985
H10 -1.96580 2.99735 -1.59693
H11 -0.82704 4.34364 -1.13003
H12 -1.88836 3.32136 0.16236
H13 2.22574 -2.50144 -0.84650
H14 2.80748 -1.25781 -1.94501
H15 3.77966 -1.76402 -0.29806
H16 -0.49591 -2.10532 -0.94257
H17 0.50839 2.04448 -1.29079
H18 -1.01192 -0.56276 1.49738
H19 -0.09885 1.56443 1.33468

(5)
Here is 11 unconnected molecules or ions with the total composition H22O11 in a non-equilibrium geometry from OMol25. Energies are from wB97M-V/def2-TZVPD.

Summary:
ΔE to the lowest compared entry with this formula, charge and spin = 510.54 kJ/mol
SMILES = O.O.O.O.O.O.O.O.O.O.O
Gap between HOMO and LUMO = 10.409 eV
E_LUMO = -0.31 eV

Positions of all 33 atoms, in Å:
O1 1.90097 1.19460 1.71034
H1 1.42977 1.90578 2.16501
H2 1.31285 0.42390 2.03383
O2 -1.22296 -2.53331 1.71238
H3 -0.56319 -2.66941 2.39460
H4 -1.69802 -3.50214 1.71980
O3 1.12619 2.85279 -3.31226
H5 0.80789 3.71103 -3.06385
H6 0.75582 2.31062 -2.69600
O4 3.56832 -2.54279 0.07435
H7 2.79249 -2.43852 -0.35048
H8 3.89775 -3.55731 -0.14974
O5 -2.44615 -0.29813 1.82888
H9 -3.23184 -0.63706 2.13917
H10 -1.90635 -0.86399 1.48952
O6 -2.29828 -3.24815 -2.76802
H11 -1.99889 -2.44036 -2.52980
H12 -1.77088 -3.71733 -3.42790
O7 -0.01501 2.70820 0.06342
H13 -0.03366 3.42403 0.57731
H14 0.36913 1.96894 0.31409
O8 3.77555 1.99845 -2.02517
H15 4.40489 2.15992 -1.30356
H16 2.87465 1.77538 -1.85137
O9 -0.77660 2.59235 3.67492
H17 -1.41116 3.30967 3.96589
H18 -1.50022 1.97870 3.39013
O10 -3.73946 2.98220 -0.14013
H19 -2.89879 2.44975 -0.11258
H20 -4.25295 2.58000 0.51080
O11 0.78898 -4.98110 -1.87430
H21 0.28228 -4.11953 -2.21407
H22 1.67690 -4.77717 -1.94520

(6)
Here is 3 unconnected molecules or ions with the total composition C7H14N2 in a non-equilibrium geometry from OMol25. Energies are from wB97M-V/def2-TZVPD.

Summary:
ΔE to the lowest compared entry with this formula, charge and spin = 640.83 kJ/mol
Gap between HOMO and LUMO (spin up / spin down) = 8.518 / 7.606 eV
E_LUMO (spin up / spin down) = 0.92 / 0.43 eV

Positions of all 23 atoms, in Å:
C1 2.05306 -1.31287 0.77237
C2 -0.90716 -1.37013 0.39290
C3 -1.42483 2.76927 0.57565
C4 2.33800 -2.14788 -0.43143
N1 -0.01121 -0.24397 0.61526
C5 0.50714 0.50904 -0.22739
C6 -1.60503 1.52964 -0.20245
C7 -2.57531 1.11099 -0.98215
N2 1.23277 1.30363 -0.81502
H1 2.23380 1.11704 -0.81607
H2 2.73777 -0.50102 0.99442
H3 1.70693 -1.82651 1.66147
H4 -0.55541 -2.21407 0.98593
H5 -0.95563 -1.67064 -0.65503
H6 -1.89927 -1.09558 0.74652
H7 -1.31564 2.55129 1.64158
H8 -2.28354 3.44778 0.45173
H9 -0.52563 3.30054 0.25340
H10 -3.44887 1.73945 -1.18980
H11 -2.56345 0.15299 -1.49451
H12 2.54350 -1.53954 -1.31723
H13 3.21601 -2.79847 -0.28672
H14 1.50197 -2.81098 -0.67342

Number 1: E -21835.54846 Ha. Number 2: E -2084.52598 Ha. Number 3: E -310.91530 Ha. Number 4: E -1319.04797 Ha. Number 5: E -840.68568 Ha. Number 6: E -384.38781 Ha.